C57H61Br2ClF4N10O4P | the ωB97M-V functional and the def2-TZVPD basis

Summary:
E_HOMO in eV: -4.8121
Charge: -1
2S+1: 1
Strongest force on any atom in eV Å⁻¹: 4.34
Gap between HOMO and LUMO in eV: 6.1623

Geometry as XYZ:
```
140
C57H61Br2ClF4N10O4P (the ωB97M-V functional and the def2-TZVPD basis)
Br 0.0644 6.8247 1.7667
Br -2.7932 5.3969 2.4057
Cl -5.4653 -1.9719 -0.1401
P -3.3485 -1.8055 -0.0477
F 1.7029 -1.6522 -0.9706
F -1.3887 2.9626 2.3959
F 1.1825 4.6497 2.9575
F -0.9403 4.3406 4.0673
O -2.7875 -2.2535 1.4816
O -5.4066 5.9293 -2.7315
O -5.7913 2.8835 -1.0538
O -5.9793 6.1197 -0.5958
N 2.0341 -8.1188 2.0326
N -5.3169 -4.9370 -3.6376
N 4.9255 -2.9479 -3.5632
N 2.3448 0.9807 1.8285
N -3.9477 0.8740 -0.4847
N 1.5076 -2.8974 4.6653
N -2.4444 7.6861 6.1504
N -1.0206 1.6557 -0.3270
N 6.9370 -5.9160 -1.2770
N 0.2617 4.9030 -4.4037
C 0.6013 4.0879 0.7058
C -2.3419 6.5346 -1.2298
C 0.8001 -0.5329 -1.0832
C -5.9537 -5.9352 -4.2593
C -3.4460 2.1494 -0.6460
C 4.6252 -0.6842 -2.8098
C 7.5122 -7.1194 -1.1801
C -7.4130 -4.3267 -2.6319
C 8.0401 -7.8122 -2.2580
C -4.4504 3.2384 -0.9456
C -6.0685 2.2912 -2.3410
C -7.3088 -6.1909 -4.1218
C -0.5599 6.3770 6.8663
C -6.0532 -4.1537 -2.8401
C -1.4542 0.3709 -0.2044
C -2.6494 5.0295 -1.0023
C 4.2043 -0.3819 2.5150
C -0.6620 6.0190 -4.7909
C -7.1186 3.1332 -3.1956
C 2.6866 1.8530 2.7853
C -0.1782 -8.7867 2.6929
C 2.4735 -4.9855 3.0894
C 1.7141 -2.7467 3.3522
C -1.0577 8.4405 7.9620
C 2.5086 -9.1662 2.7158
C -1.6569 6.6088 6.0504
C 5.6652 -0.2586 -3.6193
C 1.7866 -4.0973 5.1865
C 0.7069 -7.9494 2.0325
C -0.3222 -0.7022 0.0239
C 5.9257 -2.5104 -4.3380
C 0.1576 4.8734 1.9937
C -1.6349 4.0069 -0.7133
C -8.0497 -5.3669 -3.2888
C -4.0984 4.6230 -1.1323
C 6.3330 -1.1879 -4.4014
C 0.3383 -9.8656 3.3919
C 3.7660 1.6803 3.6368
C 3.1075 -0.1157 1.7110
C 2.1904 -3.7521 2.5247
C -1.9238 6.0355 -3.8108
C -0.2576 7.3151 7.8400
C -5.2502 5.6254 -1.4722
C -1.5002 6.8522 -2.5289
C 0.2419 -0.5610 -2.5469
C 4.2972 -2.0312 -2.8162
C 6.8783 -5.3696 -2.4978
C -2.8959 0.0248 -0.2674
C -1.1817 4.2848 2.6837
C 2.2697 -5.1665 4.4484
C -0.1545 4.4833 -0.6217
C 7.3733 -5.9815 -3.6398
C 4.5369 0.5379 3.4959
C 7.9660 -7.2271 -3.5123
C -2.1335 8.5763 7.0987
C -2.0351 2.5700 -0.5568
C 1.7098 -10.0641 3.4059
H 1.0676 -0.8575 -3.2614
H -0.1213 7.0091 -4.7849
H -0.0848 4.4901 -3.5325
H -0.8521 9.1954 8.7101
H -2.8104 6.4719 -4.3519
H -7.7717 -7.0133 -4.6521
H 6.4094 -4.3961 -2.5462
H 3.5880 -9.2776 2.7006
H 0.5878 2.9954 0.9487
H -3.2625 7.1793 -1.2564
H -6.4593 1.2399 -2.2826
H -5.1189 2.2627 -2.9366
H 8.4964 -8.7839 -2.1194
H 0.5927 7.1711 8.4969
H -1.6549 7.9454 -2.7772
H -7.3358 4.1323 -2.7439
H -8.0498 2.5190 -3.3227
H 2.4802 -6.1160 4.9243
H -6.6758 3.2628 -4.2236
H 0.3499 -7.0934 1.4696
H 1.4810 -1.7638 2.9577
H -0.6873 -1.7550 -0.0676
H 2.8484 -5.7974 2.4774
H -0.3900 6.7269 -2.4059
H -1.2433 -8.5988 2.6602
H 3.9961 2.4213 4.3912
H -5.5124 -3.3519 -2.3507
H 1.1996 5.2555 -4.2106
H -7.9581 -3.6634 -1.9729
H -0.3208 -10.5445 3.9205
H 1.6890 4.3556 0.5432
H 7.2965 -5.4947 -4.6032
H -2.0849 -1.6411 1.7780
H -0.0037 5.5758 -0.7880
H -9.1120 -5.5345 -3.1534
H 1.6075 -4.1913 6.2529
H 5.3886 0.3661 4.1439
H 5.9525 0.7863 -3.6414
H 4.0796 0.0124 -2.1862
H 2.1497 -10.8960 3.9406
H 2.0537 2.7286 2.8607
H 2.8103 -0.8048 0.9265
H -1.9292 5.9045 5.2725
H 0.1685 -0.4541 1.0011
H 7.5432 -7.5379 -0.1792
H -0.1120 0.4434 -2.9071
H -2.1710 4.9585 -3.6202
H 1.4046 0.4001 -0.9442
H 7.1509 -0.8928 -5.0459
H 6.4164 -3.2731 -4.9344
H -1.7456 6.8894 -0.3415
H 3.4930 -2.4108 -2.1973
H 8.3660 -7.7373 -4.3812
H 2.3357 -3.5735 1.4664
H -2.7903 9.4381 7.1574
H -0.5366 -1.3648 -2.6359
H 0.4000 3.9618 -1.4620
H 4.7830 -1.2859 2.3759
H -5.3313 -6.5546 -4.8972
H 0.0413 5.4858 6.7410
H -1.0374 5.7754 -5.8240
```

=====

C57H62FN7O4RhTe | the ωB97M-V functional and the def2-TZVPD basis

Summary:
E_HOMO (spin up / spin down) in eV: -8.3622 / -11.4911
Charge: +2
2S+1: 6
Strongest force on any atom in eV Å⁻¹: 1.50
Energy relative to the best compared isomer or geometry (same formula, charge and spin) in eV: 1.002
Expectation value of S²: 8.78
Gap between HOMO and LUMO (spin up / spin down) in eV: 3.8819 / 4.3752

Geometry as XYZ:
```
133
C57H62FN7O4RhTe (the ωB97M-V functional and the def2-TZVPD basis)
Te 2.0234 -1.7327 -3.1519
Rh -1.2468 -1.0257 -0.1906
F 0.4871 2.8998 5.0117
O -3.7895 1.7769 -2.0572
O -0.7342 1.0790 0.5548
O -3.0637 0.0093 -0.9180
O -1.8286 -3.8525 -2.9667
N -3.4952 4.0521 1.3507
N -0.0147 -3.8917 -1.6433
N -1.7544 4.4969 5.8374
N -0.7540 -0.8793 -2.3695
N -1.3453 -1.2917 2.0027
N 0.0712 -2.7884 0.3988
N -3.2288 4.8081 7.7836
C -1.5789 3.9821 4.5401
C -0.5283 2.5268 2.9278
C 3.2621 -2.2212 -5.9249
C -2.1809 -4.0808 -0.6025
C -1.3263 -0.7129 -3.3600
C -2.8009 2.1667 0.0298
C -0.6278 -0.6202 4.5874
C 5.3282 -2.8514 -0.5160
C -3.6195 3.2198 0.2826
C -0.5357 3.1396 4.1559
C 4.4786 -2.7645 -1.6057
C -1.9014 4.3185 8.2340
C 0.6352 -3.6592 -0.4358
C -1.9304 5.9175 6.0450
C 4.7012 -3.6637 -2.7817
C 3.2107 -1.0609 -0.4216
C 5.1423 -2.0808 0.6263
C -2.5560 4.2805 3.5855
C 1.7920 -3.2445 2.0097
C -4.3222 5.2272 1.3014
C 4.9310 -0.8545 -7.0250
C 2.4076 -4.0832 1.1108
C -4.0293 6.5286 1.9838
C 0.6061 -2.5877 1.6421
C 4.0607 -1.9357 -7.0220
C -1.9711 -5.2471 0.1268
C 3.4235 -1.8483 -1.5568
C -1.5603 2.7561 2.0034
C -5.2196 5.7154 2.4047
C 1.8294 -4.3047 -0.1426
C -2.7134 -5.4863 1.2681
C -3.6322 -4.5451 1.7075
C -1.8831 -0.5351 -4.6716
C 4.2147 -0.2988 -4.7776
C 4.0751 -1.1946 0.6560
C -3.8513 -3.3900 0.9765
C 4.2721 0.6289 -3.6043
C -0.1536 -1.7267 2.5041
C 5.7625 -0.5313 -8.2162
C -2.1709 -0.5938 2.7665
C -3.0466 0.4583 -4.6225
C -1.1165 3.8773 6.9801
C -2.3712 -1.9019 -5.1684
C 3.3520 -1.4026 -4.7908
C -1.3810 -3.8938 -1.8467
C -3.0865 6.0966 7.0533
C -0.7613 -0.0071 -5.5808
C -2.5468 3.7316 2.3052
C 6.0618 -2.2444 1.7914
C 2.0976 -0.0700 -0.3570
C -1.8766 -0.2466 4.0700
C -1.6337 1.9264 0.8175
C -3.2374 1.2437 -1.1088
C 0.2286 -1.3547 3.8058
C 4.9941 -0.0475 -5.8917
C -3.1421 -3.1520 -0.1954
C 2.3639 -3.4201 -5.9688
H 2.0891 0.5789 -1.2334
H 2.2686 -4.9785 -0.8605
H -5.2215 5.2008 3.3519
H -2.8677 6.8935 7.7642
H -2.7100 1.4461 -4.3221
H -0.4578 0.9941 -5.2850
H -4.2060 7.4217 1.4060
H -2.1576 6.4151 5.1054
H -2.5731 -6.4044 1.8169
H -0.0606 4.1562 7.0910
H 2.1908 -3.7305 -6.9969
H -1.4001 5.1334 8.7562
H 5.6506 -1.2829 -8.9901
H -1.5656 -2.6319 -5.1684
H -3.8882 4.8964 8.5621
H 4.8210 1.5318 -3.8588
H -1.2472 -5.9742 -0.2164
H 6.8119 -0.4585 -7.9394
H -3.7969 0.1409 -3.9051
H -1.0107 6.3666 6.4417
H 0.5510 -4.1030 -2.4575
H 6.1596 -3.5401 -0.5554
H -4.7322 5.3192 0.3039
H -2.0234 3.4893 8.9302
H 2.8276 -4.2583 -5.4441
H 2.2029 -3.0974 2.9954
H -3.5034 0.5256 -5.6056
H 5.6529 0.8089 -5.8918
H 5.8570 -1.5090 2.5638
H 0.1120 -0.6607 -5.5518
H -3.1124 -0.3086 2.3112
H -4.4282 3.4132 -0.4072
H 4.7691 0.1573 -2.7550
H -4.2052 -4.7348 2.6026
H -4.5943 -2.6822 1.3088
H -6.1999 6.0616 2.1199
H -1.1636 2.7947 6.8568
H -3.4044 -2.3201 -0.8446
H 4.0023 -2.5698 -7.8949
H 3.9194 -0.5835 1.5324
H 5.1995 -3.1316 -3.5930
H 0.2617 1.8428 2.6665
H -1.1293 0.0302 -6.6023
H 7.1012 -2.1509 1.4820
H -4.0298 6.3262 6.5549
H -3.1715 6.6105 2.6293
H 3.2618 0.9137 -3.2974
H 1.3975 -3.2129 -5.4998
H -2.7538 -1.7952 -6.1800
H 2.1900 0.5557 0.5268
H 5.4647 0.4341 -8.6221
H -3.1612 -2.2831 -4.5282
H -3.3528 4.9279 3.8987
H 3.3083 -4.6066 1.3862
H 5.3285 -4.5069 -2.5008
H -0.3439 -0.3277 5.5869
H 3.7481 -4.0413 -3.1622
H -3.5850 4.1147 7.1100
H -2.5919 0.3011 4.6643
H 1.1085 -0.5629 -0.3091
H 1.1910 -1.6536 4.1840
H 5.9429 -3.2404 2.2177
```